DFT (ωB97M-V/def2-TZVPD) results for C24H41F3O3P2STi as an isolated structure.

Geometry as ORCA input:
```
! wB97M-V def2-TZVPD RIJCOSX def2/J DEFGRID3
* xyz 1 2
H 2.4936 4.6824 0.5890
C -0.1576 3.8335 -0.0065
C -0.9279 1.9254 -3.1171
H -2.9561 -2.1657 0.1492
C 0.0711 -2.0642 -0.5909
H 0.0795 -1.3074 0.2922
C 1.1320 3.3382 -0.3436
H 1.8318 0.7208 -2.2564
C -1.8826 -3.9690 0.8470
S -1.2601 0.3145 1.9307
P -2.0237 -1.4835 -2.9229
H 3.1903 0.8840 4.6081
H -4.3287 -1.1772 -3.5611
H 2.9876 -2.4860 0.5395
C 2.1754 -0.9349 2.8404
C 4.1633 0.4731 4.3060
H 4.5661 -0.1477 5.1230
H -1.0482 4.0306 1.9221
O -0.8226 0.6242 0.5832
C -0.5054 4.6355 1.1785
C 4.0094 0.6490 1.4654
C 2.0722 1.7967 -2.2119
C 1.2794 -2.0486 2.6335
H 2.6891 -4.2170 0.4201
H 1.4930 -4.2048 2.4215
H 2.3092 3.1358 1.4304
F -3.6871 0.1642 0.8881
H 4.8804 1.2822 4.1001
C -0.3558 2.6008 -1.9376
H -2.9528 3.4943 -1.9837
H -3.0406 2.9796 -0.2810
C 1.2661 -3.0646 -0.7024
H -4.1275 -1.0964 -1.7903
O -1.3458 -1.2032 2.1348
H -1.5323 -4.9282 0.4370
H 0.3953 5.0318 1.6586
C 1.0048 2.5562 -1.5268
H -0.1744 1.8357 -3.9109
F -3.2918 2.0600 1.9421
H 1.8820 -2.7005 -1.5406
H -0.8756 -2.3961 -4.8174
H 2.1987 2.1431 -3.2498
C 2.1786 -3.2446 0.5310
H -1.0266 -3.4397 -1.8433
H 0.5731 -2.1412 3.4904
C -1.7919 -2.6937 -4.2841
H 0.9146 -4.0624 -1.0231
H 3.0320 1.9086 -1.6949
Ti -0.3240 -2.6841 1.3774
C -1.2612 -2.5913 -1.1819
H 4.6342 0.2717 0.6426
C -1.0735 3.3849 -0.9920
H -2.6086 -4.1152 1.6581
C -2.5228 3.6469 -0.9881
H -1.7813 2.4941 -3.5090
H -1.1497 5.4793 0.8998
C -2.3821 -3.0244 -0.2542
H -3.1167 -3.5649 -0.8755
H 1.6835 -0.0821 3.3531
C 2.3593 3.6014 0.4328
H -2.6435 -2.6572 -4.9772
C -3.0765 0.7179 1.9779
P 3.9935 -0.6114 2.8259
H -1.2861 0.9025 -2.8811
H -2.7282 4.6780 -0.6736
H 4.4285 1.6001 1.8256
F -3.6524 0.2135 3.0847
H 0.3432 -1.2719 -1.3197
C -3.8361 -1.6441 -2.6972
H -4.1455 -2.6944 -2.6151
C 1.4441 -3.2690 1.8510
H -1.6652 -3.7059 -3.8810
H 2.9896 0.8125 1.0858
H 3.2499 3.2205 -0.0794
O -0.6257 0.9692 3.0444
*
```

Properties
<S²> = 0.77
total energy = -92363.489 eV
relative energy (zero: lowest compared OMol25 entry of this formula, charge and spin) = 7.857 eV
LUMO energy (spin up / spin down) = -4.550 / -4.550 eV
gap between HOMO and LUMO (spin up / spin down) = 4.32 / 4.21 eV
highest occupied orbital energy (spin up / spin down) = -8.87 / -8.76 eV